This record from OMol25 describes C49H58Ge2IrN2O5S as an isolated structure at a distorted geometry. The level of theory is the ωB97M-V functional and the def2-TZVPD basis.

Each line ends with the Löwdin charge.
Atoms and positions in Å:
1 Ir -0.61 0.11 -0.23  1.0287
2 C -0.85 0.19 4.38  -0.0337
3 C -1.43 -1.11 3.87  -0.2034
4 C -1.74 -2.11 4.76  -0.0501
5 C -2.32 -3.30 4.35  -0.0492
6 C -2.67 -3.48 3.00  -0.0428
7 C -2.40 -2.49 2.06  -0.1893
8 C -3.05 -2.62 0.72  -0.0511
9 C -1.68 -1.31 2.47  -0.2832
10 N -1.18 -0.45 1.57  0.0397
11 H -1.00 0.33 5.47  0.0915
12 H -1.35 1.03 3.90  0.0596
13 H 0.22 0.30 4.14  0.0713
14 H -1.63 -1.93 5.82  0.1152
15 H -2.53 -4.07 5.08  0.1099
16 H -3.25 -4.34 2.69  0.1206
17 H -2.74 -3.56 0.24  0.0976
18 H -2.79 -1.81 0.05  0.0049
19 H -4.14 -2.63 0.83  0.0910
20 C 2.84 1.19 2.64  -0.2189
21 Ge 3.37 -0.45 1.72  0.9440
22 C 5.16 -0.57 1.03  -0.2213
23 C 2.69 -2.07 2.59  -0.2195
24 Ge 1.71 0.08 -0.66  0.9165
25 C 2.73 1.79 -0.74  -0.3378
26 C 4.08 1.73 -1.15  -0.1184
27 C 4.92 2.84 -1.03  -0.0728
28 C 4.40 4.03 -0.57  -0.0771
29 C 3.05 4.14 -0.27  -0.0824
30 C 2.23 3.03 -0.35  -0.1291
31 C 2.46 -0.95 -2.16  -0.3381
32 C 2.11 -0.50 -3.45  -0.1194
33 C 2.64 -1.10 -4.58  -0.0758
34 C 3.56 -2.14 -4.43  -0.0821
35 C 3.96 -2.57 -3.17  -0.0731
36 C 3.38 -2.00 -2.06  -0.1210
37 H 3.29 1.21 3.62  0.0268
38 H 1.76 1.12 2.80  -0.0184
39 H 3.07 2.10 2.07  0.0248
40 H 5.72 -1.22 1.71  0.0350
41 H 5.60 0.42 1.03  0.0177
42 H 5.21 -1.00 0.02  0.0161
43 H 3.24 -2.16 3.53  0.0311
44 H 2.85 -2.93 1.97  0.0067
45 H 1.63 -1.96 2.82  0.0103
46 H 4.50 0.81 -1.51  0.0844
47 H 5.96 2.78 -1.34  0.1112
48 H 5.03 4.89 -0.46  0.1035
49 H 2.63 5.09 0.02  0.0886
50 H 1.19 3.11 -0.10  0.0663
51 H 1.42 0.31 -3.55  0.0868
52 H 2.33 -0.79 -5.56  0.1023
53 H 3.93 -2.62 -5.32  0.1007
54 H 4.68 -3.39 -3.08  0.1131
55 H 3.63 -2.38 -1.08  0.0894
56 C -4.62 -0.84 -1.81  -0.2005
57 S -3.47 0.46 -1.23  0.8023
58 C -4.28 0.87 0.34  -0.2099
59 O -3.76 1.64 -2.10  -0.5352
60 H -5.66 -0.50 -1.75  0.0775
61 H -4.48 -1.71 -1.17  0.0211
62 H -4.31 -1.11 -2.81  0.0565
63 H -4.26 0.00 0.99  0.0483
64 H -5.31 1.16 0.15  0.0660
65 H -3.72 1.66 0.86  0.0437
66 C -0.04 7.04 0.04  -0.0544
67 O -1.00 6.19 -0.57  -0.0602
68 C -0.54 5.43 -1.60  -0.2138
69 C 0.61 5.72 -2.30  -0.0171
70 C 1.01 4.92 -3.35  -0.0556
71 C 0.30 3.79 -3.72  -0.0554
72 C -0.88 3.54 -3.06  -0.0089
73 C -1.31 4.35 -2.03  -0.1527
74 N -2.64 4.14 -1.55  0.1628
75 C -3.09 4.04 -0.33  0.0110
76 C -2.27 3.88 0.82  -0.1718
77 C -2.56 4.69 1.93  -0.0272
78 C -1.78 4.64 3.07  -0.0692
79 C -0.65 3.78 3.05  -0.0464
80 C -0.36 3.00 1.94  -0.0311
81 C -1.18 2.98 0.82  -0.3757
82 O -1.01 2.17 -0.19  -0.3002
83 H -0.52 7.44 0.91  0.0905
84 H 0.25 7.88 -0.58  0.0958
85 H 0.84 6.49 0.34  0.0850
86 H 1.16 6.62 -2.04  0.1191
87 H 1.89 5.21 -3.92  0.1175
88 H 0.64 3.17 -4.52  0.1028
89 H -1.54 2.73 -3.31  0.1188
90 H -3.33 3.99 -2.30  0.1702
91 H -4.16 4.16 -0.21  0.1616
92 H -3.42 5.37 1.91  0.1287
93 H -2.04 5.25 3.94  0.1107
94 H -0.01 3.72 3.91  0.1110
95 H 0.51 2.38 1.96  0.0691
96 C -1.80 -8.03 -1.16  -0.0443
97 C -1.25 -6.66 -1.00  -0.2620
98 C -1.27 -5.72 -2.00  -0.0090
99 C -0.77 -4.44 -1.83  -0.1882
100 C -0.82 -3.45 -2.97  -0.0214
101 C -0.21 -4.10 -0.57  -0.0541
102 C -0.18 -5.03 0.47  -0.2027
103 C 0.39 -4.72 1.83  -0.0271
104 C -0.71 -6.28 0.23  -0.0080
105 C 0.24 -2.68 -0.36  -0.5775
106 O 1.31 -2.40 0.19  -0.0844
107 O -0.61 -1.82 -0.80  -0.2574
108 H -2.41 -8.10 -2.07  0.0845
109 H -2.38 -8.32 -0.30  0.0796
110 H -1.02 -8.76 -1.24  0.0819
111 H -1.69 -5.98 -2.96  0.1202
112 H -0.80 -3.98 -3.92  0.0841
113 H 0.01 -2.74 -2.93  0.0754
114 H -1.74 -2.87 -2.92  0.0781
115 H 0.23 -3.65 2.10  0.0622
116 H 1.44 -4.93 1.91  0.0824
117 H -0.14 -5.32 2.58  0.0835
118 H -0.66 -6.98 1.05  0.1219

Values from the calculation:
Total charge: +1
Gap between HOMO and LUMO (alpha / beta): 6.66 / 6.23 eV
LUMO level (alpha / beta): -3.0 / -4.1 eV
<S²>: 6.081
E_tot: -191668.9499 eV
2S+1: 5
Highest occupied orbital energy (alpha / beta): -9.63 / -10.36 eV
Energy relative to the best compared isomer or geometry (same formula, charge and spin): 0.0 kcal/mol

This record from OMol25 describes C49H59IN4O2P2V as an isolated structure at a distorted geometry. The level of theory is the ωB97M-V functional and the def2-TZVPD basis.

Each line ends with the Löwdin charge.
Atoms and positions in Å:
1 V -0.97 -0.73 -1.80  0.3903
2 O -4.40 -2.25 2.24  -0.0727
3 C -3.90 -3.37 2.54  -0.3568
4 C -4.59 -4.39 3.30  0.0016
5 C -3.96 -5.62 3.48  -0.0841
6 C -2.63 -5.85 3.13  -0.1199
7 C -1.87 -4.88 2.55  -0.0738
8 C -2.46 -3.67 2.21  -0.0477
9 C -1.56 -2.60 1.57  -0.3821
10 O -0.31 -2.70 1.50  -0.0093
11 N -2.23 -1.46 1.19  0.0965
12 N -1.90 -0.55 0.16  0.0105
13 C -2.96 -0.03 -0.42  -0.1119
14 C -2.88 0.97 -1.47  -0.2862
15 C -3.99 1.53 -2.08  0.0079
16 C -3.85 2.44 -3.11  0.0015
17 C -2.54 2.75 -3.52  -0.0128
18 C -1.42 2.13 -2.95  -0.0752
19 N -1.62 1.16 -2.01  -0.0446
20 H -3.19 -1.44 1.58  0.0784
21 H -5.60 -4.21 3.67  0.1082
22 H -4.45 -6.52 3.82  0.1010
23 H -2.14 -6.82 3.22  0.1023
24 H -0.84 -5.06 2.31  0.1024
25 H -3.96 -0.46 -0.24  0.1630
26 H -4.94 1.23 -1.68  0.1311
27 H -4.72 2.83 -3.65  0.1370
28 H -2.33 3.48 -4.33  0.1294
29 H -0.42 2.46 -3.21  0.1105
30 N 0.53 -0.31 3.17  0.0937
31 C 0.99 0.79 3.79  -0.3571
32 C 2.21 0.77 4.52  -0.0563
33 C 2.69 1.88 5.12  -0.0973
34 C 2.04 3.11 4.93  -0.1011
35 C 0.93 3.19 4.09  -0.0907
36 C 0.31 2.04 3.58  -0.3093
37 P -1.10 2.07 2.45  1.0488
38 C -2.54 1.44 3.37  -0.3801
39 C -3.84 1.88 3.14  -0.1353
40 C -4.92 1.59 3.95  -0.0733
41 C -4.68 0.68 4.99  -0.0806
42 C -3.40 0.18 5.22  -0.0706
43 C -2.32 0.56 4.42  -0.0969
44 C -1.50 3.73 2.03  -0.4075
45 C -1.15 4.37 0.78  -0.0751
46 C -1.42 5.74 0.61  -0.0890
47 C -2.03 6.51 1.61  -0.0793
48 C -2.34 5.88 2.82  -0.0647
49 C -2.01 4.53 3.06  -0.1051
50 H -0.32 -0.30 2.57  0.0475
51 H 0.90 -1.22 3.40  0.1011
52 H 2.72 -0.20 4.55  0.1154
53 H 3.55 1.78 5.81  0.1188
54 H 2.32 4.01 5.45  0.0979
55 H 0.42 4.15 3.95  0.0992
56 H -3.99 2.52 2.28  0.0950
57 H -5.94 1.99 3.69  0.1256
58 H -5.52 0.23 5.51  0.1065
59 H -3.21 -0.56 6.02  0.1213
60 H -1.36 0.14 4.64  0.0872
61 H -0.84 3.75 -0.05  0.0700
62 H -1.22 6.15 -0.37  0.0976
63 H -2.19 7.58 1.50  0.1099
64 H -2.86 6.49 3.58  0.1166
65 H -2.26 4.11 4.02  0.1130
66 I -2.16 -2.00 -3.62  0.4802
67 C 2.14 -0.43 -6.80  -0.1767
68 C 1.27 -1.62 -6.31  -0.1862
69 C 1.63 -1.96 -4.86  -0.2172
70 C 1.99 -0.71 -3.97  -0.3807
71 C 1.33 0.55 -4.55  -0.2318
72 C 1.77 0.86 -6.01  -0.1750
73 P 1.47 -0.90 -2.13  1.0956
74 C 2.57 0.28 -1.09  -0.3716
75 C 1.78 1.60 -0.89  -0.2302
76 C 2.57 2.62 -0.02  -0.1783
77 C 3.96 2.95 -0.54  -0.1755
78 C 4.45 1.92 -1.63  -0.1858
79 C 4.08 0.48 -1.32  -0.1983
80 C 2.02 -2.48 -1.31  -0.4377
81 C 3.47 -2.86 -1.50  -0.2198
82 C 3.82 -4.29 -1.16  -0.1726
83 C 2.82 -4.90 -0.15  -0.1766
84 C 1.39 -4.84 -0.69  -0.1689
85 C 1.03 -3.63 -1.65  -0.1923
86 H 1.94 -0.17 -7.85  0.1168
87 H 3.20 -0.65 -6.62  0.1182
88 H 1.46 -2.53 -6.91  0.1226
89 H 0.20 -1.36 -6.38  0.1073
90 H 2.44 -2.68 -4.81  0.1063
91 H 0.81 -2.53 -4.35  0.0440
92 H 3.08 -0.57 -4.00  0.1159
93 H 1.53 1.37 -3.85  0.0806
94 H 0.25 0.31 -4.60  0.0850
95 H 2.60 1.54 -5.92  0.1021
96 H 0.96 1.38 -6.54  0.1140
97 H 2.49 -0.21 -0.10  0.1117
98 H 0.83 1.38 -0.44  0.0622
99 H 1.54 2.03 -1.88  0.0798
100 H 2.55 2.25 1.01  0.1086
101 H 1.93 3.53 0.01  0.1118
102 H 4.71 3.02 0.30  0.1293
103 H 3.97 3.92 -1.03  0.1014
104 H 5.53 2.03 -1.88  0.1245
105 H 3.96 2.23 -2.59  0.1083
106 H 4.63 0.16 -0.46  0.1093
107 H 4.44 -0.22 -2.10  0.1020
108 H 1.97 -2.32 -0.22  0.1178
109 H 4.11 -2.26 -0.86  0.1022
110 H 3.86 -2.57 -2.49  0.1092
111 H 4.78 -4.27 -0.67  0.1108
112 H 3.87 -4.92 -2.06  0.1200
113 H 2.86 -4.39 0.81  0.1135
114 H 3.19 -5.91 0.03  0.1117
115 H 0.63 -4.81 0.08  0.0882
116 H 1.18 -5.73 -1.28  0.1083
117 H -0.05 -3.36 -1.58  0.0528
118 H 1.16 -3.94 -2.73  0.1129

Values from the calculation:
Total charge: +1
Gap between HOMO and LUMO (alpha / beta): 3.57 / 3.29 eV
LUMO level (alpha / beta): -5.4 / -5.3 eV
<S²>: 2.115
E_tot: -114184.0572 eV
2S+1: 3
Highest occupied orbital energy (alpha / beta): -8.96 / -8.56 eV
Energy relative to the best compared isomer or geometry (same formula, charge and spin): 0.0 kcal/mol